Computed, not measured: a structure of composition C12H25F3O7SSiY, with ωB97M-V/def2-TZVPD.

Each line ends with the Löwdin charge.
Cartesian coordinates (Å):
Y  1.045881  -0.655103  -1.933825  1.76
C  2.166799  1.552336  -0.077622  -0.11
C  2.106015  0.424236  0.930246  -0.13
O  1.821738  -0.805435  0.200663  -0.26
C  1.317728  -1.860152  1.065177  -0.13
C  0.594221  -2.855743  0.179707  -0.11
O  -0.253077  -2.165004  -0.771384  -0.26
C  -1.467917  -1.594866  -0.195781  -0.14
C  -2.123954  -0.784394  -1.281197  -0.10
O  -1.147363  0.128456  -1.869486  -0.25
C  -1.236857  1.550537  -1.565936  -0.10
C  -0.230290  1.903626  -0.505677  -0.14
O  1.061221  1.455785  -1.012991  -0.26
H  3.063608  1.504858  -0.696634  0.13
H  2.136899  2.514751  0.433083  0.15
H  1.275249  0.559764  1.641293  0.06
H  3.063092  0.326952  1.445116  0.15
H  0.640706  -1.387953  1.792010  0.07
H  2.158550  -2.342864  1.565933  0.15
H  -0.007520  -3.531239  0.788110  0.15
H  1.281778  -3.447694  -0.427274  0.14
H  -1.197909  -0.957821  0.671646  0.04
H  -2.122068  -2.407293  0.126259  0.15
H  -2.956003  -0.219924  -0.863108  0.13
H  -2.478744  -1.405978  -2.103092  0.14
H  -2.244962  1.801459  -1.240532  0.14
H  -1.027043  2.062704  -2.505929  0.14
H  -0.452629  1.377659  0.443096  0.04
H  -0.195948  2.981822  -0.343465  0.15
F  0.935656  -0.053073  -4.345672  0.01
C  2.033758  -0.568482  -5.087540  -0.62
F  1.541861  -1.385384  -5.978163  0.21
F  2.631558  0.449973  -5.640334  0.22
S  3.044342  -1.409888  -3.791016  0.58
O  4.201318  -1.971617  -4.359774  -0.16
O  2.001556  -2.306513  -3.220149  -0.36
O  3.167531  -0.296242  -2.820498  -0.35
C  -1.464175  -0.085095  4.415458  -0.28
Si  -1.233560  0.628072  2.664845  0.51
C  -3.045687  0.686898  1.996053  -0.27
C  -0.936648  2.492546  3.022176  -0.27
H  -2.210565  0.481577  4.981654  0.02
H  -0.529204  -0.050681  4.980447  0.01
H  -1.793609  -1.127316  4.389093  0.01
H  -3.717590  1.165945  2.715384  0.02
H  -3.454276  -0.310696  1.798179  0.01
H  -3.121142  1.273910  1.070257  -0.01
H  -1.687505  2.879246  3.718884  0.02
H  -0.996899  3.116163  2.122940  0.00
H  0.042082  2.667172  3.479367  0.01

Force components x, y, z for each atom (eV/Å):
Y -0.4 0.1 0.4
C 0.1 -0.1 0.0
C 0.0 0.1 0.1
O 0.0 0.0 0.0
C 0.0 -0.1 0.0
C 0.1 0.0 0.0
O 0.0 -0.1 -0.1
C -0.1 0.0 0.1
C 0.0 -0.1 0.0
O 0.1 0.0 0.1
C 0.0 0.1 -0.1
C -0.1 0.0 0.0
O 0.0 0.0 0.0
H 0.0 0.0 0.0
H 0.0 0.0 0.0
H 0.0 0.0 0.0
H 0.0 0.0 0.0
H 0.0 0.1 0.0
H 0.0 0.0 0.0
H 0.0 0.0 0.0
H 0.0 0.0 0.0
H 0.0 0.0 0.0
H 0.0 0.0 0.0
H 0.0 0.0 0.0
H 0.0 0.0 0.0
H 0.0 0.0 0.0
H 0.0 0.0 0.0
H 0.1 0.0 0.0
H 0.0 0.0 0.0
F 0.1 -0.1 -0.2
C -0.1 0.0 0.1
F 0.0 0.0 0.0
F 0.0 0.0 0.0
S 0.0 0.0 -0.1
O 0.0 0.0 0.0
O 0.1 0.1 -0.1
O 0.0 0.0 0.0
C 0.0 0.0 0.0
Si 0.0 0.0 0.0
C 0.0 0.0 0.0
C 0.0 0.0 0.0
H 0.0 0.0 0.0
H 0.0 0.0 0.0
H 0.0 0.0 0.0
H 0.0 0.0 0.0
H 0.0 0.0 0.0
H 0.0 0.0 0.0
H 0.0 0.0 0.0
H 0.0 0.0 0.0
H 0.0 0.0 0.0

Calculated values
Net charge ... +1
Relative energy (zero: lowest compared OMol25 entry of this formula, charge and spin) ... 0.455 eV
Energy ... -55084.6594 eV
E_LUMO ... -3.11 eV
E_HOMO ... -0.3045 hartree
Orbital gap ... 5.17 eV

Computed, not measured: a structure of composition C12H25GaNO5, with ωB97M-V/def2-TZVPD.

Each line ends with the Löwdin charge.
Cartesian coordinates (Å):
N  3.067464  -3.927827  2.459651  0.04
C  2.606159  -4.683771  1.563712  -0.41
C  1.649087  -5.775778  1.861104  -0.30
Ga  0.120958  -5.013642  3.059631  0.34
C  -1.054028  -3.908361  1.725397  -0.28
C  -1.795824  -4.881443  0.940761  -0.46
O  -2.979533  -4.798848  0.714046  -0.04
H  3.700809  -3.252318  2.033314  0.02
H  2.937535  -4.508929  0.533872  0.09
H  2.151962  -6.626924  2.301396  0.03
H  1.187890  -6.016162  0.905517  0.02
H  0.724030  -4.057417  4.194353  -0.11
H  -0.830034  -6.161221  3.665094  -0.11
H  -0.360218  -3.390344  1.066870  0.05
H  -1.716259  -3.210626  2.220795  0.05
H  -1.205627  -5.733337  0.558228  0.09
O  0.735702  0.680075  1.111135  0.10
C  -0.349263  0.465616  0.639533  -0.53
O  -0.610746  -0.738170  0.108831  0.00
C  -1.914021  -1.134414  -0.333264  -0.23
C  -2.168184  -0.664953  -1.752302  -0.06
C  -1.392122  1.557485  0.553989  0.01
H  -2.681955  -0.799353  0.364165  0.12
H  -1.921818  -2.221454  -0.297670  0.10
H  -2.150250  0.423508  -1.829584  0.06
H  -3.138856  -1.018885  -2.101271  0.08
H  -1.393747  -1.047311  -2.418046  0.08
H  -1.192266  2.168633  -0.326080  0.09
H  -1.309795  2.179105  1.442629  0.09
H  -2.417029  1.196921  0.517338  0.07
O  -1.785288  5.217182  -1.626578  0.10
C  -0.614395  5.435498  -1.769944  -0.53
O  0.140395  4.564481  -2.463730  0.00
C  1.499402  4.810260  -2.831702  -0.24
C  2.457755  4.434581  -1.719930  -0.06
C  0.041238  6.625399  -1.106924  0.01
H  1.629518  5.841520  -3.164771  0.11
H  1.680087  4.177118  -3.698781  0.12
H  2.293837  5.036864  -0.826332  0.07
H  3.489935  4.572840  -2.043448  0.08
H  2.315534  3.392242  -1.435156  0.09
H  0.274709  6.368033  -0.074912  0.10
H  -0.666309  7.450811  -1.116290  0.09
H  0.943558  6.973318  -1.604645  0.07

Force components x, y, z for each atom (eV/Å):
N 0.8 0.7 0.7
C -0.1 -0.4 0.0
C -0.5 0.9 -0.4
Ga 0.2 0.1 0.3
C 0.5 -0.5 0.2
C 0.5 0.8 0.3
O -1.3 -0.6 -0.4
H 0.0 0.1 0.1
H -0.3 -0.1 -0.3
H 0.0 -0.3 0.1
H 0.0 -0.7 -0.1
H -0.2 -0.1 -0.1
H 0.0 -0.1 -0.1
H 0.4 0.1 0.1
H -0.2 0.2 0.0
H 0.0 -0.2 -0.3
O 0.0 0.0 -0.1
C 0.0 0.2 -0.1
O 0.1 -0.2 0.2
C -0.1 0.0 -0.3
C 0.0 0.2 0.0
C -0.3 -0.1 0.3
H 0.0 0.1 0.0
H 0.1 0.0 0.1
H -0.1 0.0 0.0
H 0.0 0.0 0.0
H 0.0 -0.1 0.0
H 0.0 0.0 0.0
H 0.2 0.1 -0.1
H 0.0 0.0 -0.2
O 0.0 -0.1 -0.1
C 0.1 0.1 0.4
O -0.2 -0.2 -0.3
C 0.3 0.0 0.1
C -0.1 0.0 0.1
C 0.1 0.3 -0.4
H 0.0 0.0 0.1
H -0.1 0.0 0.0
H 0.0 0.1 0.0
H 0.0 0.0 0.0
H 0.0 0.0 -0.1
H 0.0 0.0 0.0
H -0.1 -0.1 0.1
H 0.1 -0.1 0.1

Calculated values
Net charge ... -1
Energy ... -76952.5820 eV
E_LUMO ... 2.00 eV
E_HOMO ... -0.1769 hartree
Orbital gap ... 6.81 eV

Computed, not measured: a structure of composition C12H25InN3O5, with ωB97M-V/def2-TZVPD.

Each line ends with the Löwdin charge.
Cartesian coordinates (Å):
O  -5.815437  5.959670  -1.916417  -0.10
N  -4.779303  5.657338  -1.383013  -0.29
O  -4.640396  4.375738  -1.168588  -0.34
In  -2.653921  4.028017  -0.408262  0.54
C  -2.119739  1.919169  -0.976585  -0.30
O  -1.434462  1.309150  0.135364  -0.22
C  -0.217327  0.715899  -0.138595  -0.28
O  -0.316005  -0.703302  -0.082285  -0.11
C  0.521214  -1.316428  0.873402  -0.23
C  -0.038503  -1.259387  2.302454  -0.23
O  0.922445  -0.855917  3.270731  -0.08
H  -1.516861  5.165443  -1.177782  -0.12
H  -2.634812  4.273056  1.341770  -0.12
H  -1.487861  1.970677  -1.865358  0.01
H  -3.005886  1.329837  -1.221903  0.03
H  0.503047  1.044418  0.622423  0.14
H  0.172485  0.993322  -1.120862  0.10
H  1.535593  -0.902267  0.849564  0.12
H  0.605614  -2.358242  0.572704  0.08
H  -0.438686  -2.245959  2.561880  0.10
H  -0.862175  -0.547875  2.322994  0.12
H  1.652384  -1.479311  3.232036  0.06
C  -0.377179  -5.992667  4.075798  -0.11
C  0.763620  -6.831823  3.511362  -0.26
C  2.086886  -6.061378  3.438281  -0.19
C  1.965248  -4.888269  2.571771  -0.20
N  1.862404  -3.978759  1.877125  0.20
H  -0.587697  -5.129859  3.442679  0.07
H  -1.290926  -6.583051  4.139569  0.07
H  -0.140003  -5.629082  5.077350  0.08
H  0.496575  -7.186276  2.514276  0.11
H  0.911770  -7.715017  4.135693  0.10
H  2.881591  -6.695503  3.044499  0.12
H  2.387659  -5.724373  4.431539  0.12
C  -0.134575  4.041763  -4.265817  -0.11
C  1.250204  4.555156  -3.897315  -0.26
C  2.383050  3.592760  -4.274240  -0.20
C  2.265066  2.299493  -3.598324  -0.23
N  2.172660  1.283837  -3.069673  0.15
H  -0.380780  3.127825  -3.724517  0.06
H  -0.888219  4.783190  -4.005295  0.07
H  -0.207826  3.834764  -5.337014  0.07
H  1.281858  4.758035  -2.825507  0.11
H  1.431772  5.503268  -4.408099  0.10
H  3.349705  4.021916  -4.007048  0.11
H  2.383158  3.411442  -5.350773  0.11

Force components x, y, z for each atom (eV/Å):
O -0.2 0.0 0.0
N 0.0 -0.1 0.0
O -0.1 0.2 -0.1
In 0.9 -0.2 0.4
C -0.7 0.7 0.1
O 0.3 0.1 -0.2
C 0.0 -0.1 0.4
O 0.1 0.1 -0.2
C -0.2 -0.3 -0.2
C 0.0 -0.1 -0.3
O 0.0 0.1 0.1
H -0.2 -0.1 -0.1
H -0.2 0.0 -0.2
H 0.2 -0.2 0.0
H 0.1 -0.2 -0.1
H 0.0 -0.1 0.0
H -0.2 0.0 -0.1
H 0.0 0.1 0.1
H 0.0 0.1 -0.1
H -0.1 0.0 0.1
H 0.1 0.1 0.1
H 0.0 -0.1 -0.1
C 0.0 0.0 0.0
C -0.2 0.0 0.1
C -0.2 -0.1 -0.1
C 0.1 0.1 -0.1
N 0.1 -0.2 0.2
H 0.0 0.0 0.0
H 0.0 0.0 0.0
H 0.0 0.0 0.0
H 0.1 0.0 0.0
H 0.1 0.0 0.0
H 0.0 0.0 0.0
H 0.0 0.0 0.0
C 0.0 0.0 0.0
C -0.2 0.0 0.0
C -0.1 0.1 0.1
C 0.0 -0.1 0.0
N 0.0 0.1 0.0
H 0.0 0.0 0.0
H 0.0 0.0 0.0
H 0.0 0.0 0.0
H 0.0 0.0 0.0
H 0.1 0.0 0.0
H 0.0 0.0 0.0
H 0.0 0.0 0.0

Calculated values
Net charge ... -1
Energy ... -32727.0705 eV
E_LUMO ... 1.94 eV
E_HOMO ... -0.1699 hartree
Orbital gap ... 6.57 eV

Computed, not measured: a structure of composition C12H25N3OP2V, with ωB97M-V/def2-TZVPD.

Each line ends with the Löwdin charge.
Cartesian coordinates (Å):
V  0.117252  -0.292900  0.139204  0.22
P  -0.687288  -1.959384  -1.240443  0.88
P  -0.320157  -0.868577  2.350583  0.87
N  0.246994  0.794531  -1.601893  -0.09
N  0.531702  1.535561  0.866604  -0.07
H  0.401152  2.843655  -2.170246  0.13
H  1.764781  3.109682  0.201486  0.14
H  1.942089  2.044318  -1.775825  0.13
C  0.881674  2.120344  -1.492111  -0.16
H  0.032929  3.414761  0.008002  0.14
C  0.807757  2.625195  -0.059618  -0.17
H  -1.014287  1.265038  -3.214966  0.15
H  0.626064  2.766503  2.562030  0.14
C  -0.641591  0.508663  -2.503096  -0.18
C  0.404846  1.762186  2.186475  -0.20
H  -0.551755  -1.380974  -3.562921  0.09
C  -1.090759  -0.903632  -2.730570  -0.34
H  -2.159529  -0.955663  -2.968631  0.07
H  -1.594004  -1.149402  2.901928  -0.01
H  0.547193  -1.684057  3.139658  -0.04
H  -1.889323  -2.676826  -1.062105  -0.02
H  0.188069  -2.939039  -1.808844  -0.05
O  -1.896147  -0.202657  0.150759  -0.48
C  -2.618135  0.929143  -0.291083  -0.57
C  -3.805379  0.532084  -1.153384  -0.05
C  -2.986860  1.739467  0.940984  -0.05
H  -1.961521  1.514535  -1.014080  0.11
H  -3.471798  0.254005  -2.158174  0.05
H  -4.369371  -0.296407  -0.711441  0.09
H  -4.456995  1.403844  -1.271875  0.08
H  -2.104979  2.120740  1.469250  0.05
H  -3.600764  2.598597  0.656200  0.08
H  -3.551898  1.102881  1.637947  0.09
C  0.006745  0.744828  3.040867  -0.26
H  -0.098479  0.954948  4.102458  0.08
C  5.061184  -2.510760  0.862423  -0.08
C  3.637946  -3.070443  0.688301  -0.20
C  2.657747  -2.041951  0.463438  -0.13
N  1.827545  -1.251679  0.278633  0.03
H  5.376174  -1.972994  -0.040146  0.08
H  5.770998  -3.325867  1.044624  0.08
H  5.101035  -1.822003  1.715360  0.08
H  3.603335  -3.759685  -0.170846  0.13
H  3.335807  -3.620611  1.595083  0.13

Force components x, y, z for each atom (eV/Å):
V -1.0 -1.0 -0.5
P -0.4 -1.0 -0.9
P -0.2 -1.0 0.8
N -0.8 -0.1 -1.5
N 0.0 1.5 2.2
H 0.2 -0.2 0.1
H -0.3 -0.1 0.0
H -0.4 -0.3 -0.1
C -0.3 -0.1 -0.7
H 0.2 -0.5 0.2
C 0.0 0.7 0.6
H 0.3 -0.1 0.3
H -0.2 -0.2 0.0
C 1.6 0.5 -0.1
C 0.6 0.7 -1.7
H -0.1 0.6 -0.1
C -0.1 -0.6 0.4
H 0.4 0.0 0.0
H 0.3 -0.1 0.0
H -0.4 0.2 0.1
H 0.3 0.0 -0.1
H -0.6 0.0 -0.1
O -0.1 0.7 -0.6
C 1.0 -0.3 -0.2
C -0.3 0.2 0.1
C -0.3 0.4 -0.2
H -0.7 0.1 1.1
H -0.2 -0.1 0.2
H 0.1 0.2 0.0
H -0.1 -0.2 0.0
H -0.1 -0.1 -0.2
H 0.0 0.0 0.2
H 0.1 0.2 -0.2
C 0.1 0.4 0.8
H 0.0 0.1 -0.2
C 0.1 0.2 0.0
C 0.7 -0.7 0.2
C -1.2 1.2 -0.4
N 2.5 -1.2 0.3
H -0.1 -0.1 0.2
H -0.2 0.2 -0.1
H 0.0 -0.2 -0.2
H -0.1 0.1 0.3
H 0.1 0.1 -0.4

Calculated values
Net charge ... +1
Relative energy (zero: lowest compared OMol25 entry of this formula, charge and spin) ... 0.000 eV
Energy ... -63624.6425 eV
⟨S²⟩ ... 6.0462
E_LUMO (spin up / spin down) ... -2.31 / -5.10 eV
E_HOMO (spin up / spin down) ... -0.3587 / -0.4081 hartree
Spin multiplicity ... 5
Orbital gap (spin up / spin down) ... 7.45 / 6.00 eV